1.
The following is a DFT calculation (ωB97M-V/def2-TZVPD) of a molecular structure, C38H42As2KN7O5S in a non-equilibrium geometry.

Structure (XYZ):
```
96
Properties=species:S:1:pos:R:3:forces:R:3:lowdin_charge:R:1
K 0.1604 -0.4538 0.1610 -0.7 2.3 0.4 0.615
C -3.1614 3.6845 3.8521 0.0 0.0 0.0 -0.064
C -2.1758 4.4407 4.4571 0.1 0.0 0.0 -0.069
C -0.8519 4.1163 4.2254 0.0 0.1 0.0 -0.022
C -0.5385 3.0446 3.3851 -0.2 0.1 0.0 -0.209
N -1.4923 2.3218 2.7999 0.2 -0.1 -0.1 0.138
C -2.7571 2.6377 3.0363 -0.1 0.1 0.0 -0.134
C 0.8866 2.6625 3.1470 0.5 0.0 -0.1 -0.211
C 1.8934 3.2422 3.9237 0.0 0.0 0.0 -0.022
C 3.2071 2.8449 3.7507 0.0 0.1 0.1 -0.064
C 3.4960 1.8835 2.8029 0.0 0.0 0.0 -0.057
C 2.4463 1.3987 2.0384 0.0 -0.1 -0.1 -0.175
N 1.1828 1.7732 2.1888 -0.4 0.2 0.3 0.127
H -4.2118 3.8948 4.0020 0.0 0.0 0.0 0.102
H -2.4281 5.2727 5.1020 0.0 0.0 0.0 0.107
H -0.0763 4.7040 4.6946 -0.1 0.0 0.0 0.095
H -3.5002 2.0194 2.5511 -0.1 -0.1 -0.1 0.098
H 1.6641 3.9900 4.6686 0.1 -0.1 0.0 0.094
H 3.9906 3.2821 4.3564 0.0 0.0 0.0 0.108
H 4.5071 1.5276 2.6573 0.0 0.0 -0.1 0.106
H 2.6258 0.6570 1.2655 0.0 0.0 0.0 0.083
O -1.1812 -1.4435 -1.5365 -0.5 -0.6 -0.9 -0.095
C -0.9708 -2.2116 -2.4611 -0.2 -0.1 -0.1 -0.204
C 0.2790 -2.8465 -2.8158 0.3 0.1 0.2 -0.128
C 0.2504 -3.7724 -3.8538 0.0 -0.2 -0.2 0.039
C 1.3947 -4.4147 -4.2734 0.0 0.4 0.4 -0.172
C 2.6363 -4.0856 -3.6879 -0.1 -0.1 -0.2 0.001
C 2.6950 -3.1871 -2.6692 0.1 0.1 0.1 -0.006
C 1.5185 -2.5612 -2.1151 0.0 -0.2 -0.2 -0.396
O 1.5786 -1.8462 -1.0839 0.7 -0.6 -0.6 -0.210
N 1.3233 -5.4154 -5.2995 0.0 -0.2 -0.5 -0.371
O 2.3619 -5.9552 -5.6543 -0.1 0.0 0.1 0.050
O 0.2314 -5.6752 -5.7887 0.1 0.0 0.2 0.047
H -1.8046 -2.4784 -3.1455 0.0 0.0 0.1 0.129
H -0.6865 -4.0070 -4.3444 0.0 0.0 0.0 0.124
H 3.5256 -4.5624 -4.0758 0.0 0.0 0.1 0.117
H 3.6463 -2.9261 -2.2209 0.0 0.0 0.0 0.105
S -8.0261 -0.5876 -0.2734 -0.1 0.0 0.0 1.001
N -7.0222 -1.3638 0.7250 -0.1 -0.1 0.1 -0.221
C -5.8137 -0.8833 0.5063 -0.1 0.3 -0.3 -0.305
C -4.6030 -1.2864 1.1812 0.3 0.0 0.1 -0.085
C -4.5973 -2.2468 2.1948 0.0 0.1 0.0 0.005
C -3.4064 -2.5573 2.8099 -0.1 0.0 -0.1 -0.032
C -2.2536 -1.8996 2.3777 -0.1 0.0 0.2 -0.133
N -2.2399 -1.0022 1.4135 0.0 0.1 0.0 0.108
C -3.3898 -0.6727 0.8166 -0.3 -0.3 0.3 -0.143
C -3.3647 0.4008 -0.1922 -0.3 0.3 -0.2 -0.154
N -2.2052 1.0254 -0.4157 0.0 0.0 0.1 0.106
C -2.1717 2.0111 -1.2881 0.0 0.0 0.0 -0.123
C -3.2824 2.4439 -2.0134 -0.1 0.0 0.0 -0.032
C -4.4901 1.8302 -1.7779 0.0 -0.1 0.1 0.005
C -4.5480 0.7926 -0.8450 0.4 0.1 0.0 -0.086
C -5.7845 0.1324 -0.4997 -0.1 -0.3 0.3 -0.303
N -6.9725 0.3874 -1.0122 -0.1 0.1 -0.1 -0.220
H -5.5341 -2.7056 2.4833 0.0 -0.1 0.0 0.118
H -3.3632 -3.2924 3.6019 0.0 0.0 0.0 0.107
H -1.2960 -2.0915 2.8522 0.0 0.0 0.0 0.087
H -1.2081 2.4940 -1.4122 0.0 0.0 0.0 0.080
H -3.1970 3.2443 -2.7360 0.1 0.0 0.0 0.108
H -5.3998 2.1373 -2.2771 0.0 0.0 0.0 0.118
C 1.1472 -3.9442 3.5068 0.0 0.1 -0.1 -0.203
As 1.3034 -3.0607 1.7731 0.6 -1.5 0.6 0.966
C 3.0806 -3.5658 1.2086 -0.1 0.1 -0.1 -0.182
C 0.0404 -4.0156 0.6583 0.1 0.1 -0.1 -0.160
O 1.1356 -1.4567 1.9967 0.3 0.0 1.0 -0.625
H 1.1535 -5.0309 3.4288 0.0 0.0 -0.1 0.034
H 0.2351 -3.6238 4.0088 0.0 0.0 -0.1 0.024
H 1.9978 -3.6225 4.1069 0.0 0.0 0.0 0.035
H 3.1679 -4.6468 1.1046 -0.1 0.0 0.0 0.044
H 3.7805 -3.2112 1.9638 0.0 0.0 0.0 0.040
H 3.2896 -3.0794 0.2584 -0.1 0.0 0.0 0.013
H 0.0415 -5.0599 0.9700 0.0 0.0 0.1 0.044
H 0.3398 -3.9547 -0.3843 0.0 0.0 0.0 0.023
H -0.9595 -3.6005 0.7658 0.0 0.0 0.0 0.030
C 2.5423 4.3307 0.0796 -0.1 -0.1 -0.1 -0.172
C 2.0055 3.9029 -1.2846 -0.1 0.0 0.1 -0.437
As 1.8469 1.9353 -1.5338 0.3 0.5 -0.5 1.206
C 3.7984 1.6269 -1.6422 0.0 -0.2 0.0 -0.440
C 4.1541 0.2060 -2.0762 -0.1 0.1 0.1 -0.174
C 1.5948 2.0543 -3.5010 -0.1 -0.1 0.0 -0.438
C 0.2103 2.5315 -3.9324 0.1 -0.1 0.1 -0.182
H 2.6990 5.4105 0.1109 0.0 0.0 0.0 0.069
H 3.4971 3.8509 0.2995 0.0 0.0 0.0 0.053
H 1.8448 4.0655 0.8752 0.0 0.0 0.0 0.050
H 2.6561 4.2788 -2.0786 0.0 -0.1 -0.1 0.062
H 1.0179 4.3450 -1.4373 0.0 0.0 -0.1 0.052
H 4.2262 1.8301 -0.6577 0.0 0.0 0.0 0.048
H 4.2170 2.3586 -2.3382 -0.1 0.1 0.0 0.066
H 3.7700 -0.5206 -1.3584 0.0 0.0 -0.1 0.044
H 5.2357 0.0827 -2.1581 0.0 0.0 0.0 0.070
H 3.7179 -0.0291 -3.0486 0.0 -0.1 0.0 0.060
H 1.7823 1.0625 -3.9175 0.0 0.0 0.0 0.058
H 2.3630 2.7272 -3.8896 0.1 0.0 0.0 0.063
H -0.5524 1.8001 -3.6602 0.0 0.0 0.0 0.054
H 0.1708 2.6731 -5.0134 0.0 0.0 0.0 0.069
H -0.0461 3.4842 -3.4626 0.0 0.0 0.0 0.055
```
Forces are in eV/Å.

Results
lowest unoccupied orbital energy = -0.50 eV
charge = 0
HOMO level = -7.7 eV
relative energy (zero: lowest compared OMol25 entry of this formula, charge and spin) = 59.1 kJ/mol

2.
The following is a DFT calculation (ωB97M-V/def2-TZVPD) of a single C16H15N5O5 molecule in a non-equilibrium geometry.

Structure (XYZ):
```
41
Properties=species:S:1:pos:R:3:forces:R:3:lowdin_charge:R:1
O 2.7787 -0.0461 3.3554 -1.5 1.7 -1.4 0.093
O 2.6274 1.5118 0.3343 -0.7 -1.6 0.0 0.102
O -1.2982 -2.9821 0.7114 0.4 0.5 -0.2 0.060
O 5.6728 -2.5896 1.9706 -0.2 -0.1 -2.3 0.016
N 3.6620 -1.2953 -0.5101 -0.3 0.9 2.0 0.191
O 4.7685 -2.1613 -0.1614 -2.2 1.7 1.8 0.083
C 3.7917 -0.6320 3.0970 0.2 -2.8 3.3 -0.453
C 2.2462 0.3547 0.5184 -3.4 2.3 0.4 -0.386
C -0.8997 -1.8650 0.4130 -2.0 0.2 0.4 -0.428
C 3.2276 -0.6843 0.6307 3.7 -4.1 -2.3 -0.101
C 4.0214 -1.1936 1.7469 -3.8 4.1 -2.1 -0.061
C -3.2431 3.0966 -2.9543 0.1 -0.9 1.8 -0.068
C -1.8501 3.1791 -2.9190 -1.9 -0.5 -0.1 -0.084
C -3.9443 2.1491 -2.1707 0.3 -0.1 -0.8 -0.038
C -1.1398 2.2466 -2.2039 0.6 -0.6 -1.2 -0.056
C -3.2503 1.0874 -1.5916 0.8 -0.5 -0.2 -0.128
C -1.8150 1.1517 -1.6773 -0.6 -1.3 2.4 -0.086
N 4.4311 -1.1457 4.2054 2.3 -0.1 1.4 0.143
N 0.8898 -0.0382 0.6676 1.3 0.3 -0.1 -0.012
N -1.6814 -0.9558 -0.2682 -1.3 -1.3 1.4 -0.005
N 4.8365 -2.0037 1.2176 4.2 -2.8 2.7 -0.187
C 0.4503 -1.4019 0.9785 0.3 -1.4 -0.5 -0.039
C -3.9944 -0.1329 -0.9204 1.1 1.7 0.3 -0.100
C -3.0585 -1.3099 -0.7052 0.7 0.5 -2.0 -0.122
C -0.2235 0.8653 0.3010 2.6 -0.5 -2.2 -0.037
C -0.9430 0.1151 -0.8602 -2.0 2.4 -0.1 -0.179
H -3.7975 3.7835 -3.5227 -0.6 0.9 -0.6 0.083
H -1.4059 3.9144 -3.5323 0.7 0.7 -0.3 0.093
H -5.0384 2.1854 -2.0912 0.5 0.0 -0.2 0.115
H -0.0457 2.2970 -2.3491 -0.6 -0.3 0.7 0.135
H 5.4343 -1.4589 4.2142 -1.7 0.3 -0.4 0.119
H 4.0521 -0.8656 5.1727 0.7 -0.3 -2.6 0.155
H 1.0623 -2.2497 0.5057 0.0 1.5 1.1 0.162
H 0.3001 -1.5481 2.0786 0.5 0.0 -0.8 0.152
H -4.2492 0.2084 0.0739 -0.5 0.3 0.3 0.109
H -4.9454 -0.4299 -1.4272 1.0 0.3 0.2 0.133
H -2.9752 -1.7483 -1.6836 0.3 -0.6 -0.7 0.122
H -3.5662 -2.0507 -0.1437 0.2 -0.6 1.2 0.112
H 0.2164 1.7888 -0.0509 0.5 0.0 -0.5 0.107
H -0.7744 1.2493 1.1183 -1.3 -0.6 1.0 0.132
H -0.3297 -0.3955 -1.5680 1.5 0.5 -0.5 0.155
```
Forces are in eV/Å.

Results
lowest unoccupied orbital energy = -0.62 eV
charge = 0
HOMO level = -9.2 eV
relative energy (zero: lowest compared OMol25 entry of this formula, charge and spin) = 467.4 kJ/mol